--- one ---
{
  "formula": "C5H10NO",
  "method": "ωB97M-V/def2-TZVPD",
  "symbols": ["H", "H", "H", "C", "C", "N", "H", "C", "C", "H", "H", "H", "O", "H", "H", "C", "H"],
  "coordinates": [[-0.8453, 1.6678, 0.2706], [1.5015, -1.2693, 0.1346], [1.8987, 0.8189, 0.5313], [0.2810, 1.1549, -1.4664], [-0.4739, -1.4801, 0.9366], [0.9222, 0.6595, 0.7696], [0.6012, 2.6521, 0.1438], [0.1997, 1.6556, -0.0237], [0.0343, -0.3491, -1.2602], [1.2586, 1.3671, -1.9315], [-1.0452, -0.4876, -1.1440], [-0.4601, 1.5852, -2.1376], [-1.6969, -0.9491, 0.9592], [-0.3925, -2.4842, 0.4183], [0.4418, -0.9738, -2.0469], [0.5924, -0.6547, 0.1491], [-0.0310, -1.6334, 1.9534]],
  "lowdin_charge": [0.10, 0.11, 0.08, -0.21, -0.54, -0.03, 0.09, -0.25, -0.18, 0.09, 0.09, 0.09, -0.34, 0.07, 0.09, -0.35, 0.07],
  "smiles": "[O-]C[C@H]1CCCN1",
  "charge": -1,
  "lumo_ev": 4.09,
  "homo_ha": -0.0813
}

--- two ---
{
  "formula": "C5H10NO",
  "method": "ωB97M-V/def2-TZVPD",
  "symbols": ["H", "C", "H", "H", "N", "C", "C", "H", "H", "H", "C", "H", "H", "H", "C", "O", "H"],
  "coordinates": [[2.1349, 0.3252, 0.2066], [1.0010, 0.2389, 0.0118], [0.7833, 1.0242, 2.0835], [-0.9806, 0.8003, -2.0286], [0.5621, -0.9216, -0.7613], [-1.0012, 0.0722, 1.4177], [1.3841, -1.1223, -1.9285], [-1.4335, 0.9101, -2.6404], [1.2486, -2.2298, -2.1943], [-1.1990, 0.4892, 3.6214], [-1.6635, 0.3768, 2.6473], [-2.7262, 0.1949, 2.7552], [0.2242, -0.5603, -1.8070], [-1.4466, -0.7584, 0.8097], [0.3806, 0.3364, 1.3140], [1.9477, -0.2467, -2.7703], [0.7841, 1.0710, -0.7370]],
  "lowdin_charge": [0.12, -0.38, 0.07, 0.03, 0.00, -0.31, -0.33, 0.07, 0.13, -0.02, -0.18, -0.05, 0.07, 0.08, -0.27, -0.12, 0.09],
  "charge": -1,
  "lumo_ev": 3.78,
  "homo_ha": -0.0390
}

Which structure is the least stable? The one labeled two.

--- one ---
{
  "formula": "C5H11O3",
  "method": "ωB97M-V/def2-TZVPD",
  "symbols": ["H", "O", "H", "C", "H", "C", "H", "C", "H", "O", "H", "C", "C", "H", "H", "H", "H", "O", "H"],
  "coordinates": [[3.5363, -0.0568, -1.3873], [-0.9358, 1.0094, -0.3407], [-1.2270, 0.5279, 2.3665], [2.8543, -0.9470, -1.3815], [0.8460, 0.5624, 1.2836], [-2.1648, 0.9230, 1.8770], [1.6077, -1.7170, 0.3272], [1.7092, -0.7784, -0.2322], [-2.4312, 1.9576, 2.0389], [-2.5905, -0.3992, -0.0842], [1.7113, 1.4053, 0.0623], [-1.8542, 0.5126, 0.3884], [1.7413, 0.4575, 0.6479], [2.5444, 0.7342, 1.3784], [3.3787, -1.7955, -1.2257], [-2.9795, 0.2837, 2.3199], [2.3618, -0.7953, -2.3562], [0.6450, -0.8839, -1.0446], [-0.0124, 0.0769, -0.8494]],
  "lowdin_charge": [0.06, -0.10, 0.07, -0.04, 0.05, -0.03, 0.12, -0.54, 0.04, -0.07, 0.08, -0.68, -0.08, 0.07, 0.00, 0.07, 0.07, -0.18, 0.11],
  "charge": -1,
  "lumo_ev": 3.99,
  "homo_ha": -0.1630
}

--- two ---
{
  "formula": "C5H11O3",
  "method": "ωB97M-V/def2-TZVPD",
  "symbols": ["H", "H", "O", "H", "C", "O", "H", "O", "H", "H", "H", "C", "H", "C", "C", "H", "C", "H", "H"],
  "coordinates": [[1.4048, -0.7198, -2.6313], [-0.9186, -0.4211, 1.6804], [2.7661, -0.5922, 0.4897], [0.6914, 0.0849, -1.2932], [1.6483, -0.2785, -1.6592], [-1.5892, -1.2939, -0.7866], [3.0297, -1.8810, -1.0401], [-3.4083, -0.3713, 0.1892], [-0.3552, 0.4876, 0.3270], [-2.6570, 1.4057, 2.1324], [2.3266, 0.2671, 0.5553], [-1.2370, 0.3103, 0.9298], [-2.3420, 2.1165, 0.6120], [2.2138, -1.2523, -0.6637], [-2.1856, -0.5276, 0.0098], [2.2044, 0.6553, -1.8252], [-1.8500, 1.5912, 1.4316], [1.4156, -1.9030, -0.3179], [-1.1576, 2.3221, 1.8600]],
  "lowdin_charge": [0.08, 0.10, -0.11, 0.04, -0.10, -0.10, 0.10, -0.08, 0.05, 0.06, 0.07, -0.20, 0.07, -0.31, -0.76, 0.07, -0.14, 0.10, 0.05],
  "charge": -1,
  "lumo_ev": 3.64,
  "homo_ha": -0.1487
}

Which structure is the least stable? The one labeled one.